## one
{
  "formula": "C4H9NO",
  "method": "the ωB97M-V functional and the def2-TZVPD basis",
  "smiles": "CC(C)NC=O",
  "homo_ev": -9.725,
  "gap_ev": 10.637,
  "elements": ["C", "C", "C", "N", "C", "O", "H", "H", "H", "H", "H", "H", "H", "H", "H"],
  "positions_angstrom": [[-1.425, 0.133, 0.946], [-0.220, -0.329, 0.140], [-0.541, -0.492, -1.347], [0.863, 0.632, 0.309], [2.169, 0.277, 0.249], [2.580, -0.866, 0.267], [-2.265, -0.557, 0.821], [-1.753, 1.122, 0.599], [-1.178, 0.200, 2.010], [0.150, -1.283, 0.530], [0.362, -0.770, -1.901], [-0.920, 0.453, -1.757], [-1.300, -1.266, -1.508], [0.640, 1.598, 0.488], [2.840, 1.149, 0.153]]
}



## two
{
  "formula": "C4H9NO",
  "method": "the ωB97M-V functional and the def2-TZVPD basis",
  "smiles": "C=NC.CC=O",
  "homo_ev": -9.173,
  "gap_ev": 10.143,
  "elements": ["C", "N", "C", "H", "H", "H", "H", "H", "C", "C", "O", "H", "H", "H", "H"],
  "positions_angstrom": [[2.013, 0.497, -0.108], [0.852, 0.260, 0.319], [0.624, 0.335, 1.744], [2.876, 0.524, 0.563], [2.181, 0.739, -1.160], [0.047, 1.256, 1.876], [1.557, 0.410, 2.320], [0.004, -0.483, 2.119], [-1.478, -1.083, -1.389], [-1.409, 0.215, -0.660], [-2.027, 0.468, 0.350], [-2.161, -1.768, -0.886], [-0.466, -1.490, -1.484], [-1.836, -0.817, -2.389], [-0.778, 0.936, -1.214]]
}



Which of them is the least stable? Correct choice: two.



## one
{
  "formula": "C4H9NO",
  "method": "the ωB97M-V functional and the def2-TZVPD basis",
  "smiles": "C[C@@H]1NC[C@@H]1O",
  "homo_ev": -9.504,
  "gap_ev": 10.545,
  "elements": ["C", "C", "N", "C", "C", "O", "H", "H", "H", "H", "H", "H", "H", "H", "H"],
  "positions_angstrom": [[0.292, 0.997, -1.531], [0.086, -0.158, -0.588], [-1.124, -0.110, 0.251], [-0.493, -1.076, 1.180], [0.848, -0.318, 0.738], [0.880, 0.898, 1.438], [0.219, 1.948, -0.996], [1.268, 0.938, -2.022], [-0.482, 0.965, -2.306], [0.188, -1.124, -1.114], [-2.016, -0.326, -0.171], [-0.818, -0.992, 2.227], [-0.673, -2.115, 0.847], [1.879, -0.694, 0.688], [-0.054, 1.167, 1.361]]
}



## two
{
  "formula": "C4H9NO",
  "method": "the ωB97M-V functional and the def2-TZVPD basis",
  "smiles": "C[C@@H](C=O)CN",
  "homo_ev": -9.289,
  "gap_ev": 10.224,
  "elements": ["C", "C", "C", "O", "C", "N", "H", "H", "H", "H", "H", "H", "H", "H", "H"],
  "positions_angstrom": [[-0.065, -1.554, -0.809], [-0.373, -0.135, -0.342], [-1.428, -0.112, 0.785], [-1.943, -1.133, 1.252], [0.790, 0.521, 0.380], [0.879, 1.940, 0.187], [-0.982, -2.117, -1.007], [0.540, -1.534, -1.721], [0.492, -2.107, -0.047], [-0.740, 0.465, -1.181], [-1.924, 0.871, 0.891], [1.753, 0.036, 0.205], [0.430, 0.310, 1.508], [1.663, 2.344, 0.696], [0.907, 2.204, -0.797]]
}



## three
{
  "formula": "C4H9NO",
  "method": "the ωB97M-V functional and the def2-TZVPD basis",
  "homo_ev": [-7.326, -7.890],
  "gap_ev": [7.754, 8.228],
  "elements": ["C", "C", "O", "C", "C", "N", "H", "H", "H", "H", "H", "H", "H", "H", "H"],
  "positions_angstrom": [[-1.663, -0.597, -0.010], [-0.323, 1.056, -0.132], [-0.290, 1.490, 1.135], [0.663, -0.015, -0.524], [2.025, 0.203, -0.148], [0.247, -0.996, 0.437], [-2.303, 0.009, 0.635], [-1.967, -0.521, -1.059], [-1.797, -1.641, 0.297], [-0.620, 1.860, -0.812], [-0.057, 0.694, 1.659], [0.515, -0.275, -1.581], [2.242, 0.678, 0.802], [2.856, 0.000, -0.817], [0.473, -1.946, 0.119]]
}



Which of them is the least stable? Correct choice: three.